Formula: C35H38N6SbSeV
Source: the Open Molecules 2025 dataset
Level of theory: the ωB97M-V functional and the def2-TZVPD basis

Each line ends with the Löwdin charge.
Cartesian coordinates (Å):
V (-0.6561, 0.0199, 0.3409)  0.770
C (-1.0307, 4.4806, 1.3785)  -0.031
C (-1.5167, 3.3478, 2.2385)  -0.337
C (-2.6769, 3.4849, 2.9935)  -0.016
C (-3.0662, 2.4580, 3.8349)  -0.043
C (-2.2524, 1.3426, 3.9402)  -0.121
C (-1.1103, 1.2732, 3.1505)  -0.472
N (-0.7738, 2.2299, 2.2812)  0.065
Sb (0.1893, -0.4056, 3.5704)  1.556
C (1.8895, -0.0302, 2.3033)  -0.467
C (3.0472, -0.6443, 2.7485)  -0.134
C (4.2522, -0.3205, 2.1374)  -0.045
C (4.2429, 0.6547, 1.1699)  -0.041
C (3.0370, 1.2433, 0.7809)  -0.359
C (3.0882, 2.3690, -0.2066)  -0.038
N (1.8631, 0.8610, 1.2970)  0.059
C (-1.0543, -1.7419, 2.3832)  -0.448
C (-1.1138, -3.0553, 2.8217)  -0.114
C (-2.1171, -3.8808, 2.3303)  -0.032
C (-3.0378, -3.3631, 1.4393)  0.003
C (-2.9094, -2.0479, 1.0048)  -0.305
C (-3.8400, -1.4610, -0.0062)  -0.003
N (-1.9243, -1.2671, 1.4733)  -0.036
H (-1.2668, 5.4356, 1.8456)  0.088
H (-1.5017, 4.4763, 0.3936)  0.073
H (0.0473, 4.4112, 1.2453)  0.080
H (-3.2515, 4.3994, 2.9306)  0.121
H (-3.9657, 2.5434, 4.4305)  0.117
H (-2.4909, 0.5496, 4.6389)  0.097
H (3.0179, -1.3479, 3.5708)  0.086
H (5.1744, -0.7941, 2.4471)  0.118
H (5.1615, 0.9914, 0.7073)  0.121
H (3.9038, 3.0434, 0.0557)  0.091
H (2.1649, 2.9366, -0.2014)  0.054
H (3.2726, 1.9821, -1.2110)  0.064
H (-0.4086, -3.4237, 3.5551)  0.095
H (-2.1890, -4.9092, 2.6594)  0.119
H (-3.8469, -3.9702, 1.0584)  0.123
H (-4.7336, -2.0715, -0.1148)  0.089
H (-3.3316, -1.4070, -0.9721)  0.080
H (-4.1298, -0.4529, 0.2919)  0.082
C (-2.5240, 2.0764, -1.0269)  -0.062
N (-1.2545, 1.3887, -1.2794)  -0.327
C (-0.1105, 2.3143, -1.2278)  -0.096
C (-1.2826, 0.6874, -2.5958)  -0.139
C (-1.0939, -0.8053, -2.4801)  -0.287
C (-1.2792, -1.5900, -3.6170)  -0.062
C (-1.0755, -2.9589, -3.5552)  -0.090
C (-0.6952, -3.5419, -2.3518)  -0.093
C (-0.5245, -2.7479, -1.2276)  -0.155
C (-0.7093, -1.3611, -1.2593)  -0.235
H (-2.6818, 2.8976, -1.7365)  0.104
H (-2.5408, 2.4761, -0.0134)  0.068
H (-3.3438, 1.3671, -1.1282)  0.086
H (-0.2072, 3.1261, -1.9591)  0.113
H (0.7908, 1.7455, -1.4565)  0.065
H (-0.0245, 2.7325, -0.2273)  0.042
H (-0.4927, 1.1083, -3.2253)  0.126
H (-2.2268, 0.9160, -3.0972)  0.127
H (-1.5898, -1.1324, -4.5520)  0.111
H (-1.2201, -3.5704, -4.4365)  0.100
H (-0.5316, -4.6113, -2.2962)  0.101
H (-0.2218, -3.2291, -0.2999)  0.091
C (6.0157, -1.0617, -2.1663)  -0.026
N (5.1507, -0.9192, -3.3155)  -0.076
C (3.7955, -0.8940, -3.2831)  -0.744
Se (2.6797, -1.0360, -1.8416)  0.718
N (3.3812, -0.7696, -4.5681)  0.112
C (4.4628, -0.7303, -5.4361)  -0.177
C (4.5585, -0.6225, -6.8122)  -0.007
C (5.8350, -0.6130, -7.3545)  -0.081
C (6.9706, -0.7065, -6.5488)  -0.079
C (6.8715, -0.8140, -5.1694)  -0.004
C (5.5961, -0.8229, -4.6314)  -0.160
H (5.3900, -1.0715, -1.2769)  0.035
H (6.7162, -0.2270, -2.1227)  0.099
H (6.5725, -1.9970, -2.2278)  0.103
H (2.4040, -0.7976, -4.8034)  0.148
H (3.6803, -0.5520, -7.4392)  0.115
H (5.9528, -0.5327, -8.4262)  0.107
H (7.9481, -0.6971, -7.0105)  0.107
H (7.7515, -0.8904, -4.5457)  0.113

Values from the calculation:
Molecular weight in g/mol: 794.4
⟨S²⟩: 3.766
Total charge: +1
2S+1: 4
Highest occupied orbital energy (spin up / spin down) in hartree: -0.345 / -0.346

=====

Formula: C26H35F2OSi
Source: the Open Molecules 2025 dataset
Level of theory: the ωB97M-V functional and the def2-TZVPD basis

Each line ends with the Löwdin charge.
Cartesian coordinates (Å):
C (2.6539, -1.9659, 0.7142)  -0.110
C (3.4221, -0.8609, 1.4534)  -0.432
C (3.1370, -0.9013, 2.9522)  -0.126
Si (3.1965, 0.8682, 0.6663)  0.685
C (2.9444, 2.2541, 1.9615)  -0.434
C (1.6946, 3.1097, 1.7400)  -0.112
C (4.1593, 3.1607, 2.1939)  -0.122
C (4.7367, 1.2967, -0.3864)  -0.437
C (4.3956, 1.5597, -1.8525)  -0.120
C (5.9016, 0.3136, -0.2405)  -0.122
O (1.8059, 0.7284, -0.2948)  -0.152
C (0.5294, 0.4405, 0.0665)  -0.256
C (-0.4355, 0.2867, -0.8729)  0.012
H (2.9666, -2.9404, 1.1099)  0.082
H (1.5720, -1.8741, 0.8680)  0.052
H (2.8529, -1.9660, -0.3632)  0.081
H (4.4977, -1.0501, 1.3069)  0.083
H (3.3426, -1.9111, 3.3319)  0.080
H (3.7685, -0.1993, 3.5082)  0.075
H (2.0871, -0.6681, 3.1749)  0.071
H (2.7907, 1.6651, 2.8803)  0.084
H (1.6084, 3.8269, 2.5669)  0.082
H (1.7604, 3.6823, 0.8071)  0.087
H (0.7780, 2.5125, 1.7182)  0.053
H (3.9841, 3.7696, 3.0899)  0.082
H (5.0845, 2.5982, 2.3511)  0.076
H (4.3120, 3.8517, 1.3561)  0.081
H (5.0625, 2.2521, 0.0532)  0.083
H (5.2957, 1.9019, -2.3826)  0.081
H (4.0334, 0.6527, -2.3520)  0.078
H (3.6324, 2.3397, -1.9545)  0.074
H (6.7856, 0.6993, -0.7656)  0.083
H (6.1879, 0.1641, 0.8065)  0.072
H (5.6672, -0.6674, -0.6723)  0.081
H (0.3316, 0.3518, 1.1501)  0.120
H (-1.4531, 0.5092, -0.5406)  0.049
H (-0.1773, 0.1835, -1.9343)  0.085
F (-5.1663, 0.7568, 3.4502)  0.057
C (-4.0645, 0.0353, 3.0482)  -0.217
C (-3.1980, -0.4467, 4.0201)  0.041
C (-2.1215, -1.2299, 3.5912)  -0.037
C (-1.9107, -1.5034, 2.2414)  -0.007
C (-2.8077, -1.0124, 1.2489)  -0.198
C (-2.6146, -1.3113, -0.1547)  0.015
C (-3.6467, -1.2525, -1.1007)  -0.048
C (-3.5582, -1.6899, -2.4185)  0.068
C (-4.5415, -1.4822, -3.4423)  -0.194
C (-5.6940, -0.6709, -3.2375)  0.076
C (-6.6001, -0.4731, -4.2729)  -0.215
F (-7.6902, 0.3397, -4.0575)  0.058
C (-6.4402, -1.0373, -5.5366)  0.047
C (-5.3265, -1.8674, -5.7349)  -0.036
C (-4.4008, -2.0925, -4.7206)  -0.003
C (-3.9019, -0.2179, 1.6925)  0.075
H (-3.3888, -0.2449, 5.0685)  0.136
H (-1.4491, -1.6583, 4.3323)  0.121
H (-1.0919, -2.1527, 1.9253)  0.122
H (-1.6402, -1.7113, -0.4470)  0.116
H (-4.5985, -0.8466, -0.7696)  0.100
H (-2.6737, -2.2581, -2.7115)  0.140
H (-5.8694, -0.2088, -2.2693)  0.125
H (-7.1550, -0.8225, -6.3279)  0.137
H (-5.1888, -2.3292, -6.7139)  0.123
H (-3.5572, -2.7629, -4.8914)  0.124
H (-4.6172, 0.1765, 0.9732)  0.127

Values from the calculation:
Molecular weight in g/mol: 429.6
Total charge: +1
Highest occupied orbital energy in hartree: -0.410

=====

Formula: C39H38N4O2PdS2
Source: the Open Molecules 2025 dataset
Level of theory: the ωB97M-V functional and the def2-TZVPD basis

Each line ends with the Löwdin charge.
Cartesian coordinates (Å):
Pd (-0.1406, 0.0593, 0.1699)  0.595
C (-4.4086, 7.1642, 0.4065)  -0.032
C (-3.8960, 5.7677, 0.3117)  -0.251
C (-2.5277, 5.5167, 0.3307)  -0.011
C (-2.0403, 4.2294, 0.2141)  -0.067
C (-2.9302, 3.1799, 0.0929)  -0.342
C (-4.2976, 3.3941, 0.0736)  -0.053
C (-4.7709, 4.6872, 0.1923)  -0.012
S (-2.3005, 1.4995, -0.1129)  0.959
O (-3.3086, 0.7934, -0.8985)  -0.475
C (-2.5174, 0.9768, 1.6092)  -0.320
C (-1.6619, 1.5997, 2.5332)  -0.077
C (-1.8100, 1.3653, 3.8739)  0.026
C (-2.7844, 0.4556, 4.3391)  -0.138
C (-2.9562, 0.1954, 5.7151)  -0.004
C (-3.8472, -0.7537, 6.1429)  -0.041
C (-4.5780, -1.4996, 5.2105)  -0.034
C (-4.4677, -1.2408, 3.8705)  -0.006
C (-3.6024, -0.2314, 3.3997)  -0.092
C (-3.4791, 0.0709, 2.0093)  -0.131
C (-4.3575, -0.6323, 1.0663)  -0.098
C (-5.7719, -0.5224, 1.1543)  -0.103
C (-6.4099, 0.4558, 1.9441)  0.039
C (-7.7813, 0.5142, 2.0012)  0.000
C (-8.5696, -0.3686, 1.2517)  -0.007
C (-7.9771, -1.3076, 0.4487)  0.040
C (-6.5716, -1.4007, 0.3721)  -0.130
C (-5.9565, -2.3384, -0.4757)  0.082
C (-4.5907, -2.3576, -0.6311)  0.024
C (-3.8143, -1.4991, 0.1384)  -0.216
S (-1.9998, -1.5428, 0.0217)  0.924
O (-1.5957, -2.6267, 0.9187)  -0.438
C (-1.7739, -2.1108, -1.6684)  -0.383
C (-1.1688, -3.3339, -1.9287)  -0.079
C (-0.9335, -3.7085, -3.2378)  -0.013
C (-1.3073, -2.8841, -4.3009)  -0.250
C (-1.0307, -3.2831, -5.7111)  -0.033
C (-1.9621, -1.6853, -4.0166)  -0.008
C (-2.1778, -1.2859, -2.7108)  -0.070
H (-3.5897, 7.8696, 0.5216)  0.083
H (-5.0862, 7.2613, 1.2533)  0.093
H (-4.9697, 7.4227, -0.4905)  0.095
H (-1.8374, 6.3395, 0.4230)  0.121
H (-0.9789, 4.0514, 0.1982)  0.075
H (-4.9703, 2.5582, -0.0457)  0.108
H (-5.8363, 4.8637, 0.1832)  0.124
H (-0.9626, 2.3402, 2.1682)  0.083
H (-1.1940, 1.8793, 4.5968)  0.128
H (-2.3629, 0.7451, 6.4298)  0.123
H (-3.9750, -0.9444, 7.1965)  0.118
H (-5.2332, -2.2841, 5.5546)  0.118
H (-5.0441, -1.8225, 3.1692)  0.120
H (-5.8157, 1.1610, 2.5077)  0.138
H (-8.2656, 1.2417, 2.6354)  0.127
H (-9.6451, -0.3074, 1.3060)  0.127
H (-8.5714, -1.9742, -0.1570)  0.134
H (-6.5780, -3.0354, -1.0153)  0.142
H (-4.1261, -3.0492, -1.3141)  0.133
H (-0.9148, -3.9842, -1.1061)  0.116
H (-0.4710, -4.6619, -3.4401)  0.126
H (-0.0875, -3.8202, -5.7971)  0.090
H (-1.0126, -2.4152, -6.3653)  0.085
H (-1.8199, -3.9497, -6.0610)  0.098
H (-2.3170, -1.0600, -4.8225)  0.124
H (-2.6864, -0.3583, -2.4981)  0.089
N (2.5769, 0.2096, 0.0781)  -0.045
C (3.1525, -1.0909, -0.2652)  -0.254
C (2.4069, -2.1389, 0.5560)  -0.234
N (0.9812, -2.0249, 0.2610)  -0.039
H (2.9807, 0.9428, -0.4999)  0.081
H (2.8020, 0.4151, 1.0502)  0.077
H (4.2270, -1.1447, -0.0441)  0.119
H (3.0023, -1.2526, -1.3363)  0.119
H (2.5539, -1.9334, 1.6215)  0.122
H (2.7925, -3.1408, 0.3286)  0.126
H (0.4204, -2.5706, 0.9194)  0.067
H (0.7973, -2.3732, -0.6828)  0.072
N (1.3462, 2.8630, 1.0958)  -0.007
C (1.9362, 3.9675, 0.6073)  -0.068
C (1.6725, 3.9978, -0.7436)  -0.040
C (0.9013, 2.8572, -0.9892)  -0.165
N (0.7043, 2.1850, 0.1371)  -0.136
H (1.3724, 2.5248, 2.0472)  0.160
H (2.4878, 4.6437, 1.2261)  0.126
H (1.9679, 4.7471, -1.4448)  0.107
H (0.4917, 2.5100, -1.9184)  0.118

Values from the calculation:
Molecular weight in g/mol: 765.3
⟨S²⟩: 2.030
Total charge: +2
2S+1: 3
Highest occupied orbital energy (spin up / spin down) in hartree: -0.485 / -0.488

=====

Formula: C7H9NO2
Source: the Open Molecules 2025 dataset
Level of theory: the ωB97M-V functional and the def2-TZVPD basis

Each line ends with the Löwdin charge.
Cartesian coordinates (Å):
O (1.9475, 0.3023, -1.8840)  0.136
C (1.1920, 0.3887, -0.9553)  -0.459
C (1.1777, 1.5901, -0.1101)  -0.299
O (2.4568, 1.8591, 0.4485)  -0.077
C (0.1064, 1.2897, 0.9890)  -0.034
C (-0.6318, 0.0214, 0.4667)  -0.190
C (-1.1686, 0.1540, -0.8817)  -0.076
N (0.1566, -0.4571, -0.6980)  0.023
H (1.1119, 2.5430, -0.6834)  0.170
H (3.2813, 1.5388, -0.1698)  0.187
H (0.4804, 1.0902, 1.9265)  0.079
H (-0.6731, 2.1407, 1.1613)  0.150
H (-1.1089, -0.7744, 1.0229)  0.142
H (-2.0431, -0.5068, -1.1501)  0.126
H (-1.2506, 1.0327, -1.5644)  0.142
C (-1.1712, -4.2880, -0.3938)  -0.032
C (-0.3295, -3.6099, -0.9466)  -0.033
H (-1.8849, -5.0443, -0.0440)  0.023
H (0.2570, -2.6748, -1.1401)  0.021

Values from the calculation:
Molecular weight in g/mol: 139.2
Structure (SMILES): O=C1[C@H](O)C[C@H]2CN12.C#C
Highest occupied orbital energy in hartree: -0.365

=====

Formula: C47H55NO2S4ScSe
Source: the Open Molecules 2025 dataset
Level of theory: the ωB97M-V functional and the def2-TZVPD basis

Each line ends with the Löwdin charge.
Cartesian coordinates (Å):
Sc (-1.4827, -2.0185, -0.2455)  0.569
S (-3.4815, -1.8322, 1.4972)  0.625
C (-3.6817, -3.2891, 2.4428)  -0.685
C (-4.2900, -3.2360, 3.7087)  -0.122
C (-4.4615, -4.3694, 4.4795)  -0.103
C (-4.0494, -5.6180, 4.0154)  -0.111
C (-3.4681, -5.7001, 2.7629)  -0.119
C (-3.2691, -4.5516, 1.9992)  -0.542
S (-2.5840, -4.6675, 0.3766)  0.883
C (-0.9525, -5.3362, 0.6989)  -0.405
C (0.1296, -4.3994, 1.1708)  -0.284
C (1.1030, -4.9213, 2.0031)  -0.018
C (2.2206, -4.1593, 2.2851)  -0.036
C (2.3434, -2.9222, 1.6918)  0.010
C (1.3168, -2.4188, 0.8834)  -0.207
C (1.5945, -1.0242, 0.3390)  -0.242
S (1.0026, 0.9352, -1.7242)  0.737
C (0.4813, -1.6492, -3.1468)  -0.348
C (1.0254, -0.8406, -4.1398)  -0.093
C (0.4696, -0.7980, -5.4068)  -0.087
C (-0.6459, -1.5695, -5.7032)  -0.112
C (-1.1826, -2.3781, -4.7175)  -0.138
C (-0.6384, -2.4397, -3.4318)  -0.574
S (-1.4087, -3.5320, -2.2534)  0.586
N (0.2079, -3.1491, 0.6826)  0.056
H (-4.6137, -2.2709, 4.0774)  0.096
H (-4.9264, -4.2828, 5.4543)  0.096
H (-4.1961, -6.5081, 4.6128)  0.091
H (-3.1705, -6.6622, 2.3608)  0.100
H (-0.6307, -5.7422, -0.2644)  0.081
H (-1.0307, -6.1683, 1.3980)  0.075
H (0.9783, -5.9181, 2.4033)  0.115
H (2.9986, -4.5355, 2.9375)  0.111
H (3.2233, -2.3156, 1.8544)  0.124
H (2.6340, -0.9973, 0.6150)  0.077
H (0.4730, 0.7328, 0.2320)  -0.017
H (1.8571, -0.2035, -3.9010)  0.050
H (0.9065, -0.1445, -6.1520)  0.097
H (-1.0972, -1.5372, -6.6869)  0.090
H (-2.0569, -2.9843, -4.9197)  0.089
C (5.4697, 2.5684, 0.2807)  -0.078
C (4.2452, 2.3490, 1.1790)  -0.547
C (4.7582, 2.0307, 2.5885)  -0.056
C (3.4807, 3.6824, 1.2011)  -0.055
C (3.2958, 1.2162, 0.6897)  -0.142
C (2.1419, 1.0956, 1.3875)  -0.057
C (1.0142, 0.1837, 1.0402)  -0.569
Se (-0.4735, -0.1986, 2.2339)  1.115
C (-1.6227, 1.1296, 1.4527)  -0.417
C (-1.8342, 2.3264, 2.1256)  -0.056
C (-2.6032, 3.3278, 1.5531)  -0.171
C (-3.1447, 3.0796, 0.2906)  0.025
C (-2.9632, 1.8982, -0.4169)  -0.069
C (-2.1711, 0.9109, 0.1878)  -0.355
O (-1.9108, -0.2440, -0.4423)  -0.309
C (-3.6039, 1.6714, -1.7903)  -0.520
C (-2.5214, 1.4382, -2.8547)  -0.041
C (-4.4333, 2.8822, -2.2279)  -0.078
C (-4.5591, 0.4699, -1.7320)  -0.033
C (-2.8700, 4.6693, 2.2363)  -0.561
C (-4.3785, 4.8447, 2.4517)  -0.051
C (-2.3513, 5.8095, 1.3493)  -0.050
C (-2.1760, 4.7679, 3.5944)  -0.074
C (1.7086, -0.6326, -1.2261)  -0.624
O (1.0206, -1.7570, -1.8848)  -0.127
C (3.2449, -0.4600, -1.3399)  -0.145
C (3.8029, 0.4054, -0.4570)  -0.052
C (4.2124, -1.2347, -2.2741)  -0.512
C (5.4870, -1.6337, -1.5013)  -0.064
C (3.6372, -2.5573, -2.7987)  -0.038
C (4.6477, -0.3526, -3.4517)  -0.035
H (6.0186, 3.4398, 0.6458)  0.079
H (5.1855, 2.7588, -0.7560)  0.092
H (6.1604, 1.7229, 0.2970)  0.076
H (5.4176, 2.8261, 2.9484)  0.079
H (5.3227, 1.0946, 2.5893)  0.084
H (3.9322, 1.9237, 3.2934)  0.075
H (4.1598, 4.5045, 1.4459)  0.077
H (2.6793, 3.6861, 1.9395)  0.071
H (3.0317, 3.8796, 0.2261)  0.094
H (1.9646, 1.7845, 2.2059)  0.100
H (-1.3782, 2.4548, 3.0969)  0.088
H (-3.7459, 3.8573, -0.1609)  0.090
H (-1.7962, 2.2543, -2.8593)  0.085
H (-2.9923, 1.3867, -3.8412)  0.084
H (-1.9593, 0.5213, -2.6892)  0.059
H (-3.8197, 3.7777, -2.3536)  0.085
H (-5.2375, 3.1091, -1.5234)  0.082
H (-4.8910, 2.6585, -3.1934)  0.080
H (-4.0452, -0.4512, -1.4709)  0.062
H (-5.0311, 0.3301, -2.7087)  0.084
H (-5.3460, 0.6344, -0.9913)  0.091
H (-4.9228, 4.7976, 1.5073)  0.075
H (-4.5897, 5.8125, 2.9157)  0.079
H (-4.7695, 4.0586, 3.1008)  0.089
H (-2.8794, 5.8454, 0.3952)  0.076
H (-1.2887, 5.6787, 1.1365)  0.091
H (-2.4909, 6.7727, 1.8482)  0.079
H (-2.5281, 3.9984, 4.2843)  0.085
H (-2.3881, 5.7412, 4.0432)  0.080
H (-1.0929, 4.6703, 3.4992)  0.084
H (4.8571, 0.5492, -0.6187)  0.065
H (5.2336, -2.1629, -0.5808)  0.086
H (6.1079, -0.7773, -1.2386)  0.069
H (6.0924, -2.2970, -2.1242)  0.078
H (3.2941, -3.1964, -1.9822)  0.093
H (4.4316, -3.0873, -3.3315)  0.082
H (2.8111, -2.4305, -3.4890)  0.066
H (5.1210, 0.5618, -3.0881)  0.084
H (3.8068, -0.0600, -4.0760)  0.068
H (5.3669, -0.8925, -4.0756)  0.084

Values from the calculation:
Molecular weight in g/mol: 918.1
Total charge: -1
Highest occupied orbital energy in hartree: -0.155